Arrangement one

Entry from the Open Molecules 2025 dataset: a cluster of 2 separate species, C2H8N2O2 in total (ωB97M-V/def2-TZVPD).

Output
Kohn-Sham gap   10.50 eV
Highest occupied orbital energy   -9.66 eV
M   92.10 g/mol
SMILES string   O=CO.NCN

Structure (XYZ):
```
14
Properties=species:S:1:pos:R:3:lowdin_charge:R:1
N -0.24 2.28 0.92 0.00
C 0.09 1.39 -0.16 -0.34
N 0.84 0.13 0.26 -0.01
H -0.15 3.23 0.56 0.07
H 0.51 2.30 1.61 0.06
H 0.77 1.83 -0.92 0.11
H -0.80 1.02 -0.66 0.09
H 1.49 0.25 1.03 0.07
H 1.39 -0.13 -0.54 0.07
O 0.43 -2.98 -0.54 0.05
C -0.76 -2.83 -0.51 -0.41
O -1.43 -1.66 -0.42 0.04
H -1.41 -3.72 -0.60 0.14
H -0.72 -1.10 -0.02 0.06
```


Arrangement two

Entry from the Open Molecules 2025 dataset: a cluster of 3 separate species, C2H8N2O2 in total (ωB97M-V/def2-TZVPD).

Output
Kohn-Sham gap (spin up / spin down)   6.68 / 6.82 eV
Highest occupied orbital energy (spin up / spin down)   -6.02 / -6.17 eV
M   92.10 g/mol

Structure (XYZ):
```
14
Properties=species:S:1:pos:R:3:lowdin_charge:R:1
C -0.76 -0.46 -0.61 -0.44
C 1.36 -0.01 0.50 -0.35
N 0.51 -0.74 -0.29 0.06
N -1.25 0.82 -0.83 0.12
O -1.39 -1.47 -1.31 0.05
O 1.31 1.39 0.25 -0.09
H -2.32 -1.24 -1.37 0.11
H 1.38 1.84 1.10 0.08
H 0.73 -1.73 -0.34 0.17
H -0.33 -0.29 2.47 0.04
H -1.38 1.06 -1.81 0.10
H -0.65 1.51 -0.39 0.08
H 2.37 -0.43 0.53 0.09
H 0.42 -0.24 2.11 0.00
```


Relative energy of each structure, in kcal/mol: arrangement one 0.0; arrangement two 80.3.


Arrangement one

Entry from the Open Molecules 2025 dataset: a structure of composition C2H8N2O2 (ωB97M-V/def2-TZVPD).

Output
Kohn-Sham gap   8.71 eV
Highest occupied orbital energy   -7.96 eV
M   92.10 g/mol

Structure (XYZ):
```
14
Properties=species:S:1:pos:R:3:lowdin_charge:R:1
C -0.72 1.33 -0.28 -0.24
O -1.46 0.63 0.74 -0.19
H -1.97 1.24 1.27 0.07
H -1.37 1.47 -1.16 0.05
H -0.42 2.33 0.06 0.06
H -0.06 0.19 -0.92 0.13
N 0.68 -0.86 -0.65 -0.14
N -0.08 -1.96 -0.17 0.04
C 1.34 0.10 0.33 -0.29
O 2.40 0.60 0.05 0.08
H 1.29 -1.12 -1.42 0.15
H -0.92 -1.54 0.25 0.07
H 0.43 -2.42 0.58 0.08
H 0.86 0.01 1.32 0.14
```


Arrangement two

Entry from the Open Molecules 2025 dataset: a cluster of 2 separate species, C2H8N2O2 in total (ωB97M-V/def2-TZVPD).

Output
Kohn-Sham gap   9.66 eV
Highest occupied orbital energy   -9.22 eV
M   92.10 g/mol
SMILES string   CNC(N)=O.O

Structure (XYZ):
```
14
Properties=species:S:1:pos:R:3:lowdin_charge:R:1
C -1.49 -1.52 0.02 -0.09
N -0.51 -0.47 -0.13 -0.01
C 0.82 -0.85 -0.18 -0.63
N 1.69 0.18 -0.43 0.14
O 1.17 -2.01 -0.08 0.04
H -1.31 -2.28 -0.75 0.08
H -2.49 -1.11 -0.08 0.08
H -1.38 -2.06 0.96 0.08
H -0.70 0.44 0.28 0.09
H 1.33 1.02 -0.85 0.08
H 2.68 -0.01 -0.45 0.10
H 0.87 2.82 0.69 0.05
H -0.64 3.28 0.39 0.05
O -0.05 2.56 0.60 -0.05
```


Relative energy of each structure, in kcal/mol: arrangement one 119.3; arrangement two 0.0.


Arrangement one

Entry from the Open Molecules 2025 dataset: the ion C6H7N2 with charge +1 (ωB97M-V/def2-TZVPD).

Output
Charge   +1
Kohn-Sham gap   8.69 eV
Highest occupied orbital energy   -14.10 eV
M   107.14 g/mol
SMILES string   [NH2+]=C=C=C1CCC=N1

Structure (XYZ):
```
15
Properties=species:S:1:pos:R:3:lowdin_charge:R:1
C -1.61 0.62 0.00 0.12
C -0.28 0.37 0.10 -0.19
C 1.12 -1.28 -0.04 -0.06
C -2.68 0.01 -0.05 -0.05
C 1.10 1.02 0.05 -0.09
C 2.07 -0.17 0.14 -0.13
N -0.13 -0.99 -0.03 0.11
N -3.85 -0.35 0.10 0.21
H 1.32 -2.37 0.02 0.15
H 1.01 1.53 -0.99 0.17
H 1.43 1.76 0.86 0.15
H 2.55 -0.18 1.14 0.15
H 2.87 0.00 -0.63 0.15
H -4.70 0.21 0.25 0.17
H -4.28 -1.15 -0.27 0.13
```


Arrangement two

Entry from the Open Molecules 2025 dataset: a cluster of 2 separate species, C6H7N2 in total (ωB97M-V/def2-TZVPD).

Output
Charge   +1
Kohn-Sham gap (spin up / spin down)   5.88 / 5.88 eV
Highest occupied orbital energy (spin up / spin down)   -13.61 / -13.59 eV
M   107.14 g/mol

Structure (XYZ):
```
15
Properties=species:S:1:pos:R:3:lowdin_charge:R:1
C -2.34 0.27 0.15 -0.15
C -1.29 -0.24 0.11 0.26
C 3.58 -0.55 -0.20 -0.05
C 2.32 -1.13 -0.33 -0.08
C 2.01 0.89 0.29 -0.17
C -3.80 0.13 0.17 -0.04
N 3.31 0.68 0.28 0.08
N 1.37 -0.19 -0.05 0.13
H 4.57 -1.01 -0.09 0.15
H 2.19 -2.22 -0.57 0.14
H 1.36 1.68 0.76 0.17
H -3.90 0.85 -0.80 0.18
H -4.28 0.42 1.13 0.10
H -3.97 -0.94 -0.06 0.11
H 4.02 1.41 0.33 0.18
```


Arrangement three

Entry from the Open Molecules 2025 dataset: the ion C6H7N2 with charge +1 (ωB97M-V/def2-TZVPD).

Output
Charge   +1
Kohn-Sham gap   8.75 eV
Highest occupied orbital energy   -14.18 eV
M   107.14 g/mol
SMILES string   C=NC1=CC=[N+]=CC1

Structure (XYZ):
```
15
Properties=species:S:1:pos:R:3:lowdin_charge:R:1
C 0.20 0.68 -0.26 -0.20
C 0.10 0.03 -1.56 0.03
C -0.60 -1.12 -1.53 -0.07
C -1.40 -0.77 0.58 -0.09
C 2.19 0.55 1.14 0.16
C -1.04 0.72 0.52 -0.03
N 1.31 0.84 0.33 0.17
N -1.22 -1.57 -0.37 0.09
H 0.68 0.34 -2.41 0.13
H -0.69 -1.79 -2.37 0.13
H -1.95 -1.11 1.45 0.13
H 2.96 1.27 1.40 0.12
H 2.26 -0.44 1.58 0.13
H -0.92 1.15 1.51 0.14
H -1.87 1.20 0.00 0.16
```


Relative energy of each structure, in kcal/mol: arrangement one 24.9; arrangement two 137.3; arrangement three 0.0.


Arrangement one

Entry from the Open Molecules 2025 dataset: a cluster of 2 separate species, CH2IN2PS in total (ωB97M-V/def2-TZVPD).

Output
Kohn-Sham gap   7.31 eV
Highest occupied orbital energy   -8.64 eV
M   231.99 g/mol
SMILES string   [H]/P=N/N=C=S.I

Structure (XYZ):
```
8
Properties=species:S:1:pos:R:3:lowdin_charge:R:1
C -0.13 -1.70 -0.01 -0.80
N -0.66 -0.63 -0.10 -0.14
N -1.54 0.28 -0.13 -0.41
P -1.20 1.80 -0.36 0.76
S 0.61 -3.05 -0.03 0.69
I 2.77 1.29 0.20 0.29
H -2.58 2.39 -0.09 -0.12
H 2.75 -0.39 0.51 -0.27
```


Arrangement two

Entry from the Open Molecules 2025 dataset: a cluster of 2 separate species, CH2IN2PS in total (ωB97M-V/def2-TZVPD).

Output
Kohn-Sham gap   7.23 eV
Highest occupied orbital energy   -8.73 eV
M   231.99 g/mol
SMILES string   [H]/P=N/N=C=S.I

Structure (XYZ):
```
8
Properties=species:S:1:pos:R:3:lowdin_charge:R:1
C -0.56 2.92 1.73 -0.73
N 0.16 1.96 1.51 -0.13
N 0.91 1.29 0.72 -0.44
P 1.38 -0.19 0.94 0.77
S -1.38 3.92 2.60 0.68
I -2.67 -2.17 0.13 0.32
H 1.89 -0.23 -0.47 -0.12
H -1.02 -1.97 -0.08 -0.35
```


Relative energy of each structure, in kcal/mol: arrangement one 0.0; arrangement two 3.3.


Arrangement one

Entry from the Open Molecules 2025 dataset: the ion C7H13N4O with charge +1 (ωB97M-V/def2-TZVPD).

Output
Charge   +1
Kohn-Sham gap   8.75 eV
Highest occupied orbital energy   -13.25 eV
M   169.21 g/mol
SMILES string   CNCc1[nH]cn[n+]1C[C@@H]1CO1

Structure (XYZ):
```
25
Properties=species:S:1:pos:R:3:lowdin_charge:R:1
C -2.77 -1.17 1.91 -0.15
N -1.44 -1.79 1.46 -0.15
C -0.38 -0.69 1.36 -0.16
C -0.69 0.37 0.12 0.02
N -1.77 1.44 0.06 0.12
C -1.58 2.13 -1.28 0.02
N -0.45 1.50 -2.08 0.12
N 0.02 0.49 -1.22 -0.14
C 1.16 -0.41 -1.66 -0.04
C 2.49 0.09 -0.59 -0.20
C 3.99 0.37 -1.42 0.01
O 3.67 -0.92 -0.45 -0.16
H -3.27 -1.82 2.75 0.11
H -3.47 -1.19 0.94 0.11
H -2.65 -0.08 2.34 0.07
H -1.14 -2.36 2.31 0.12
H -0.32 -0.12 2.41 0.15
H 0.68 -1.21 1.21 0.14
H -2.49 1.68 0.77 0.15
H -2.12 3.02 -1.80 0.15
H 0.97 -1.55 -1.41 0.15
H 1.55 -0.21 -2.75 0.14
H 2.21 0.85 0.37 0.17
H 3.67 0.23 -2.53 0.11
H 4.15 1.37 -0.84 0.12
```


Arrangement two

Entry from the Open Molecules 2025 dataset: a cluster of 2 separate species, C7H13N4O in total (ωB97M-V/def2-TZVPD).

Output
Charge   +1
Kohn-Sham gap   6.60 eV
Highest occupied orbital energy   -11.72 eV
M   169.21 g/mol

Structure (XYZ):
```
25
Properties=species:S:1:pos:R:3:lowdin_charge:R:1
C 1.38 -1.69 -2.13 -0.02
C 0.26 -1.18 -2.76 -0.05
C 1.74 -0.88 -1.10 0.04
C -1.29 -0.65 0.97 -0.26
C 1.43 1.26 1.00 0.02
C -0.37 2.20 -0.51 0.03
C 0.63 1.11 -0.25 -0.22
N -0.16 -0.13 -2.08 0.14
N 0.74 0.12 -1.07 -0.08
N -2.50 -0.33 0.70 -0.03
N -0.73 -1.79 1.30 0.10
O -3.55 -1.31 0.33 -0.06
H 1.77 -2.63 -2.39 0.11
H -0.32 -1.73 -3.45 0.13
H 2.41 -0.88 -0.30 0.11
H 1.73 2.42 0.91 0.16
H 2.40 0.73 1.24 0.12
H 0.74 1.32 1.74 0.06
H -1.22 1.77 0.03 0.08
H 0.02 3.05 -0.08 0.07
H -0.64 2.42 -1.52 0.10
H -2.56 0.58 0.19 0.12
H 0.17 -1.65 1.72 0.08
H -1.09 -2.75 1.11 0.14
H -4.21 -1.48 1.06 0.12
```


Relative energy of each structure, in kcal/mol: arrangement one 112.8; arrangement two 0.0.


Arrangement one

Entry from the Open Molecules 2025 dataset: a structure of composition C4H10NO (ωB97M-V/def2-TZVPD).

Output
Charge   -1
Kohn-Sham gap   4.72 eV
Highest occupied orbital energy   -2.04 eV
M   88.13 g/mol

Structure (XYZ):
```
16
Properties=species:S:1:pos:R:3:lowdin_charge:R:1
C 0.21 2.59 -3.41 -0.64
O 0.84 2.66 -4.58 -0.39
C 0.57 1.28 -2.54 -0.17
C -1.40 -1.95 2.56 0.02
C -0.38 -2.28 3.46 -0.23
N 1.04 -1.57 3.37 -0.01
H -0.90 2.55 -3.52 0.05
H 0.33 3.45 -2.68 0.06
H -2.35 -2.47 2.54 0.04
H 0.00 1.26 -1.58 0.03
H 0.28 0.36 -3.05 0.03
H -1.14 -1.45 1.64 0.06
H -0.24 -2.99 4.26 0.09
H 0.51 -2.10 2.56 0.02
H 0.94 -0.60 3.44 0.01
H 1.68 1.26 -2.44 0.04
```


Arrangement two

Entry from the Open Molecules 2025 dataset: a cluster of 2 separate species, C4H10NO in total (ωB97M-V/def2-TZVPD).

Output
Charge   -1
Kohn-Sham gap   4.53 eV
Highest occupied orbital energy   -1.98 eV
M   88.13 g/mol

Structure (XYZ):
```
16
Properties=species:S:1:pos:R:3:lowdin_charge:R:1
C 0.54 3.89 0.29 -0.64
O 0.38 5.17 -0.12 -0.40
C -0.27 2.83 -0.51 -0.18
C -0.79 -4.11 -1.02 -0.01
C -0.59 -4.32 0.33 -0.28
N 0.55 -3.76 1.13 -0.03
H 1.61 3.60 0.17 0.06
H 0.26 3.62 1.33 0.05
H -1.03 -5.02 -1.54 0.04
H 0.11 2.89 -1.52 0.03
H -1.34 3.10 -0.62 0.05
H -0.38 -3.16 -1.41 0.06
H -0.99 -5.00 1.11 0.10
H 0.07 -3.01 0.49 0.07
H 1.47 -3.83 0.71 0.05
H -0.13 1.74 -0.29 0.04
```


Relative energy of each structure, in kcal/mol: arrangement one 3.9; arrangement two 0.0.


Arrangement one

Entry from the Open Molecules 2025 dataset: an isolated molecule of C4H7N3OS (ωB97M-V/def2-TZVPD).

Output
Kohn-Sham gap   9.32 eV
Highest occupied orbital energy   -8.67 eV
M   145.19 g/mol
SMILES string   [H]/N=c1\sn(C)c(=O)n1C

Structure (XYZ):
```
16
Properties=species:S:1:pos:R:3:lowdin_charge:R:1
C -0.02 -0.71 1.40 -0.68
C 0.14 0.30 -0.73 -0.55
C 2.23 -0.62 0.25 -0.01
C -2.08 1.23 -1.37 -0.11
N 0.44 -1.25 2.41 0.10
N 0.75 -0.47 0.25 -0.07
N -1.27 0.33 -0.59 -0.40
O 0.73 0.61 -1.72 0.10
S -1.67 -0.07 1.03 1.01
H 2.73 -1.20 -0.63 0.13
H 2.70 0.36 0.33 0.09
H 2.23 -1.11 1.21 0.06
H -2.77 0.52 -1.86 0.09
H -2.47 2.14 -0.91 0.09
H -1.47 1.55 -2.21 0.09
H -0.20 -1.60 3.14 0.07
```


Arrangement two

Entry from the Open Molecules 2025 dataset: a cluster of 2 separate species, C4H7N3OS in total (ωB97M-V/def2-TZVPD).

Output
Kohn-Sham gap (spin up / spin down)   9.61 / 5.57 eV
Highest occupied orbital energy (spin up / spin down)   -9.65 / -7.47 eV
M   145.19 g/mol

Structure (XYZ):
```
16
Properties=species:S:1:pos:R:3:lowdin_charge:R:1
C 0.11 0.18 -0.58 -0.19
C -1.47 -1.17 -1.13 0.00
C -1.50 1.22 -2.28 -0.02
C 1.07 -0.78 2.58 -0.34
N 0.31 -1.01 -0.06 -0.09
N -0.75 -1.85 -0.36 0.00
N -0.92 0.17 -1.41 -0.09
O 2.59 0.81 1.04 -0.60
S 2.34 -0.64 1.30 0.87
H 0.76 0.96 -0.30 0.10
H -1.46 2.18 -1.80 0.08
H -0.81 1.49 -3.14 0.11
H -2.51 0.94 -2.49 0.08
H 0.56 -1.75 2.51 0.05
H 0.44 0.00 2.41 -0.02
H 1.23 -0.74 3.71 0.07
```


Relative energy of each structure, in kcal/mol: arrangement one 0.0; arrangement two 118.0.


Arrangement one

Entry from the Open Molecules 2025 dataset: the ion C5H12N3O with charge +1 (ωB97M-V/def2-TZVPD).

Output
Charge   +1
Kohn-Sham gap   11.07 eV
Highest occupied orbital energy   -13.70 eV
M   130.17 g/mol
SMILES string   CC1=[NH+][C@@](N)(O)CN1C

Structure (XYZ):
```
21
Properties=species:S:1:pos:R:3:lowdin_charge:R:1
C -0.48 0.83 -0.07 -0.22
C 0.25 -1.30 0.25 0.03
C 1.55 -0.35 0.35 -0.52
C -1.31 2.11 -0.55 0.05
C -2.25 -0.81 -0.06 0.04
N -0.87 -0.38 0.11 -0.08
N 0.90 0.95 -0.03 0.17
N 2.58 -0.65 -0.61 0.15
O 1.84 -0.14 1.67 0.03
H 0.22 -1.95 -0.59 0.13
H 0.10 -1.73 1.20 0.13
H -2.21 2.21 0.17 0.12
H -1.73 1.87 -1.52 0.09
H -0.66 2.99 -0.40 0.09
H -2.76 0.12 -0.41 0.10
H -2.33 -1.58 -0.80 0.10
H -2.60 -1.31 0.79 0.09
H 1.28 1.85 -0.20 0.15
H 2.56 -1.52 -1.02 0.06
H 3.51 -0.35 -0.35 0.11
H 2.43 -0.86 2.09 0.17
```


Arrangement two

Entry from the Open Molecules 2025 dataset: the ion C5H12N3O with charge +1 (ωB97M-V/def2-TZVPD).

Output
Charge   +1
Kohn-Sham gap   8.56 eV
Highest occupied orbital energy   -13.58 eV
M   130.17 g/mol
SMILES string   COC[C@H]1CNC(N)=[NH+]1

Structure (XYZ):
```
21
Properties=species:S:1:pos:R:3:lowdin_charge:R:1
C -2.01 0.32 2.14 -0.08
O -0.62 0.55 2.28 -0.16
C -0.05 1.26 1.23 -0.18
C 0.25 0.35 0.06 -0.22
C 0.23 0.84 -1.45 -0.02
N 1.53 0.22 -1.90 0.11
C 1.45 -0.95 -1.17 -0.35
N 0.97 -2.12 -1.55 0.25
N 1.51 -0.47 0.13 0.12
H -2.55 1.25 2.01 0.10
H -2.35 -0.18 3.03 0.10
H -2.26 -0.33 1.30 0.08
H 0.91 1.62 1.60 0.14
H -0.63 2.13 0.90 0.14
H -0.53 -0.42 0.05 0.13
H -0.52 0.28 -1.99 0.12
H 0.17 1.92 -1.51 0.13
H 1.61 -0.02 -2.89 0.15
H 0.10 -2.11 -2.05 0.15
H 1.23 -2.99 -1.11 0.15
H 1.57 -1.14 0.88 0.15
```


Relative energy of each structure, in kcal/mol: arrangement one 0.0; arrangement two 59.3.